(1)
Here is C48H43AsBIN4O5Sn as an isolated structure from the OMol25 dataset. Energies are from wB97M-V/def2-TZVPD.

**E_HOMO**: -0.47801 Eh
**Frontier orbital gap**: 6.89 eV
**Charge**: +2
**LUMO level**: -6.1 eV
**Energy relative to the best compared isomer or geometry (same formula, charge and spin)**: 44.2 kJ/mol

Last column: Löwdin charge in e.
Geometry (Å):
1 Sn 1.148 -0.480 -0.133  1.258
2 C -2.239 2.283 2.412  0.016
3 C -0.960 1.935 3.116  -0.232
4 N -0.997 1.871 4.444  0.157
5 C 0.086 1.507 5.122  -0.051
6 C 1.289 1.152 4.533  -0.117
7 C 2.418 0.640 5.401  -0.182
8 O 3.656 1.296 5.171  -0.054
9 C 1.349 1.196 3.135  -0.050
10 C 2.634 0.811 2.514  -0.008
11 N 2.822 0.182 1.416  -0.042
12 C 4.177 -0.221 1.143  -0.333
13 C 4.969 -0.748 2.163  -0.017
14 C 6.267 -1.158 1.912  -0.038
15 C 6.797 -1.056 0.635  -0.041
16 C 6.020 -0.551 -0.398  -0.124
17 C 4.721 -0.151 -0.133  -0.622
18 I 3.605 0.624 -1.713  1.097
19 C 0.219 1.619 2.445  -0.144
20 O 0.283 1.607 1.065  0.045
21 H -3.046 2.212 3.136  0.097
22 H -2.214 3.296 2.015  0.092
23 H -2.440 1.611 1.572  0.091
24 H -0.013 1.491 6.203  0.131
25 H 2.117 0.713 6.447  0.131
26 H 2.587 -0.420 5.197  0.128
27 H 3.696 2.104 5.695  0.114
28 H 3.504 1.066 3.117  0.131
29 H 4.556 -0.848 3.161  0.119
30 H 6.862 -1.564 2.719  0.122
31 H 7.812 -1.371 0.434  0.124
32 H 6.428 -0.462 -1.395  0.106
33 N 0.424 -5.369 5.432  0.199
34 C -0.374 -4.340 5.078  -0.487
35 O -1.428 -4.091 5.618  0.092
36 C 0.086 -3.460 3.927  -0.093
37 C 1.292 -3.589 3.248  0.020
38 C 1.563 -2.732 2.198  -0.126
39 N 0.703 -1.784 1.812  -0.090
40 C -0.463 -1.668 2.456  -0.107
41 C -0.801 -2.474 3.523  0.030
42 H 0.118 -5.958 6.191  0.131
43 H 1.294 -5.585 4.985  0.094
44 H 2.033 -4.331 3.509  0.119
45 H 2.499 -2.804 1.653  0.118
46 H -1.152 -0.916 2.095  0.123
47 H -1.745 -2.365 4.038  0.137
48 C -0.182 -6.662 -4.476  -0.062
49 C -0.716 -5.429 -4.819  -0.062
50 C -0.621 -4.356 -3.942  -0.092
51 C 0.015 -4.531 -2.720  -0.390
52 C 0.567 -5.763 -2.378  -0.126
53 C 0.459 -6.831 -3.255  -0.069
54 As 0.171 -3.104 -1.426  1.265
55 C -1.249 -3.490 -0.171  -0.336
56 C -1.278 -4.502 0.776  -0.094
57 C -2.372 -4.601 1.625  -0.070
58 C -3.408 -3.677 1.538  -0.054
59 C -3.376 -2.665 0.588  -0.013
60 C -2.296 -2.571 -0.286  -0.204
61 C -2.140 -1.577 -1.379  -0.202
62 C -3.071 -0.613 -1.752  -0.003
63 C -2.805 0.227 -2.826  -0.044
64 C -1.610 0.126 -3.531  -0.064
65 C -0.670 -0.829 -3.165  -0.121
66 C -0.949 -1.684 -2.105  -0.452
67 H -0.261 -7.494 -5.162  0.114
68 H -1.215 -5.300 -5.770  0.113
69 H -1.053 -3.402 -4.214  0.095
70 H 1.082 -5.896 -1.434  0.094
71 H 0.877 -7.792 -2.989  0.112
72 H -0.473 -5.225 0.843  0.108
73 H -2.420 -5.396 2.360  0.118
74 H -4.255 -3.755 2.207  0.118
75 H -4.203 -1.968 0.519  0.115
76 H -4.010 -0.520 -1.220  0.116
77 H -3.541 0.963 -3.122  0.117
78 H -1.418 0.783 -4.370  0.112
79 H 0.258 -0.918 -3.719  0.115
80 C -0.950 7.656 -4.125  -0.036
81 C -2.026 6.622 -3.765  -0.559
82 C -3.048 7.278 -2.835  -0.063
83 C -2.748 6.176 -5.043  -0.045
84 C -1.351 5.420 -3.098  -0.143
85 C -0.547 4.564 -3.863  -0.006
86 C 0.095 3.448 -3.334  0.023
87 C -0.094 3.219 -1.993  -0.179
88 O 0.429 2.202 -1.190  0.105
89 B -0.042 2.516 0.069  -0.778
90 O -0.826 3.631 0.111  0.244
91 C -0.841 4.074 -1.219  -0.138
92 C -1.489 5.172 -1.728  0.087
93 H -1.408 8.532 -4.587  0.093
94 H -0.223 7.246 -4.829  0.084
95 H -0.411 7.985 -3.235  0.092
96 H -3.581 8.059 -3.379  0.093
97 H -2.575 7.753 -1.974  0.087
98 H -3.789 6.561 -2.476  0.092
99 H -3.266 7.027 -5.487  0.092
100 H -3.492 5.406 -4.825  0.093
101 H -2.061 5.786 -5.793  0.076
102 H -0.399 4.782 -4.912  0.116
103 H 0.715 2.807 -3.947  0.125
104 H -2.071 5.814 -1.083  0.127


(2)
Here is a 3-piece molecular cluster, C16H40ClN2O2S2 overall in a non-equilibrium geometry from the OMol25 dataset. Energies are from wB97M-V/def2-TZVPD.

**E_HOMO**: -0.35196 Eh
**Frontier orbital gap**: 5.83 eV
**Charge**: +1
**LUMO level**: -3.7 eV

Last column: natural (NBO) charge in e.
Geometry (Å):
1 O -0.533 3.563 -0.746  -0.860
2 S -1.214 2.590 0.030  2.107
3 O -0.759 2.260 1.348  -0.945
4 Cl -3.146 3.132 0.218  -0.173
5 C -1.246 1.054 -0.898  -0.663
6 C -2.458 0.128 -0.734  -0.426
7 C -2.333 -1.015 0.291  -0.422
8 C -1.647 -0.645 1.624  -0.535
9 S 0.046 -1.263 1.660  0.443
10 H -0.300 0.601 -0.608  0.220
11 H -1.144 1.363 -1.936  0.280
12 H -2.636 -0.320 -1.710  0.249
13 H -3.346 0.702 -0.492  0.249
14 H -3.340 -1.317 0.572  0.262
15 H -1.882 -1.907 -0.151  0.224
16 H -1.664 0.428 1.802  0.294
17 H -2.120 -1.153 2.462  0.276
18 H 0.622 -0.957 0.491  0.194
19 H 0.745 -0.590 2.589  0.221
20 C 4.493 7.968 -1.867  -0.617
21 C 4.143 6.897 -2.888  -0.214
22 N 4.481 5.555 -2.446  -0.450
23 C 4.423 4.564 -3.504  -0.204
24 C 3.061 4.264 -4.145  -0.635
25 C 3.917 5.155 -1.169  -0.215
26 C 2.390 5.188 -1.014  -0.638
27 H 5.542 7.898 -1.578  0.214
28 H 4.321 8.955 -2.297  0.217
29 H 3.880 7.896 -0.967  0.200
30 H 4.715 7.088 -3.800  0.199
31 H 3.081 7.001 -3.163  0.157
32 H 4.850 3.633 -3.119  0.186
33 H 5.105 4.895 -4.293  0.194
34 H 2.420 3.674 -3.488  0.189
35 H 3.206 3.687 -5.061  0.212
36 H 2.527 5.175 -4.414  0.209
37 H 4.353 5.790 -0.395  0.195
38 H 4.284 4.149 -0.947  0.187
39 H 1.957 6.104 -1.418  0.210
40 H 2.127 5.144 0.045  0.208
41 H 1.905 4.344 -1.500  0.197
42 C -3.321 -5.040 0.066  -0.620
43 C -2.206 -5.155 1.095  -0.203
44 N -2.688 -5.282 2.456  -0.461
45 C -1.642 -5.133 3.452  -0.196
46 C -0.514 -6.171 3.480  -0.638
47 C -3.633 -6.369 2.685  -0.220
48 C -3.188 -7.793 2.333  -0.640
49 H -4.007 -4.230 0.322  0.202
50 H -2.897 -4.836 -0.918  0.210
51 H -3.899 -5.959 -0.018  0.221
52 H -1.608 -4.236 1.047  0.156
53 H -1.536 -5.976 0.799  0.172
54 H -2.110 -5.091 4.438  0.203
55 H -1.186 -4.144 3.301  0.154
56 H -0.844 -7.119 3.900  0.215
57 H 0.303 -5.811 4.109  0.213
58 H -0.104 -6.360 2.487  0.204
59 H -4.541 -6.143 2.124  0.195
60 H -3.932 -6.328 3.734  0.203
61 H -2.692 -7.841 1.363  0.202
62 H -4.062 -8.444 2.282  0.223
63 H -2.517 -8.216 3.078  0.208


(3)
Here is C31H16F5N5O2RuS as an isolated structure in a non-equilibrium geometry from the OMol25 dataset. Energies are from wB97M-V/def2-TZVPD.

**E_HOMO (alpha / beta)**: -0.12898 / -0.12303 Eh
**Frontier orbital gap (alpha / beta)**: 4.73 / 4.83 eV
**Charge**: -1
**Multiplicity**: 2
**LUMO level (alpha / beta)**: 1.2 / 1.5 eV
**Energy relative to the best compared isomer or geometry (same formula, charge and spin)**: 423.3 kJ/mol

Last column: natural (NBO) charge in e.
Geometry (Å):
1 Ru 0.497 0.507 -0.256  0.852
2 C -1.268 1.613 -4.031  -0.264
3 C -2.499 2.181 -3.693  -0.167
4 C -2.753 2.436 -2.377  -0.229
5 C -1.794 2.145 -1.375  0.385
6 N -0.643 1.486 -1.709  -0.450
7 C -0.410 1.270 -3.017  0.072
8 N -2.093 2.621 -0.145  -0.515
9 C -1.436 2.423 0.952  0.437
10 N -0.366 1.597 1.138  -0.554
11 C 0.017 1.644 2.451  0.473
12 N 0.974 0.987 3.016  -0.515
13 C 1.704 -0.014 2.468  0.387
14 C 2.639 -0.628 3.335  -0.228
15 C 3.321 -1.750 2.955  -0.172
16 C 3.060 -2.292 1.695  -0.260
17 C 2.185 -1.629 0.872  0.070
18 N 1.559 -0.485 1.199  -0.426
19 C -0.853 2.576 3.163  -0.087
20 C -0.920 2.969 4.489  -0.165
21 C -1.904 3.873 4.854  -0.214
22 C -2.803 4.374 3.910  -0.208
23 C -2.748 3.970 2.586  -0.201
24 C -1.768 3.061 2.223  0.004
25 H -0.999 1.422 -5.059  0.218
26 H -3.228 2.413 -4.459  0.209
27 H -3.682 2.874 -2.043  0.223
28 H 0.524 0.789 -3.261  0.220
29 H 2.753 -0.185 4.314  0.223
30 H 4.025 -2.227 3.626  0.209
31 H 3.527 -3.208 1.364  0.219
32 H 1.959 -2.028 -0.107  0.225
33 H -0.216 2.571 5.209  0.226
34 H -1.981 4.198 5.884  0.208
35 H -3.553 5.089 4.225  0.207
36 H -3.446 4.343 1.848  0.227
37 O -0.947 -2.196 2.000  -0.686
38 C -1.238 -2.065 0.813  0.758
39 O -1.226 -0.967 0.136  -0.677
40 C -1.630 -3.221 -0.053  -0.151
41 C -1.897 -4.465 0.502  -0.174
42 C -2.294 -5.520 -0.299  -0.279
43 C -2.406 -5.324 -1.672  -0.204
44 C -2.113 -4.101 -2.245  -0.243
45 C -1.721 -3.018 -1.446  -0.158
46 S -1.327 -1.485 -2.170  -0.075
47 H -1.796 -4.566 1.576  0.224
48 H -2.517 -6.488 0.130  0.197
49 H -2.721 -6.144 -2.308  0.195
50 H -2.188 -3.964 -3.316  0.209
51 F 1.695 -1.942 -2.612  -0.315
52 C 2.469 -0.848 -2.483  0.353
53 C 2.106 0.148 -1.589  -0.420
54 C 3.006 1.202 -1.527  0.329
55 F 2.730 2.223 -0.669  -0.333
56 C 4.158 1.300 -2.281  0.235
57 F 4.985 2.354 -2.168  -0.306
58 C 4.454 0.293 -3.182  0.254
59 F 5.548 0.374 -3.952  -0.303
60 C 3.602 -0.792 -3.279  0.236
61 F 3.885 -1.773 -4.150  -0.304


(4)
Here is a 15-piece molecular cluster, C3H34NO16S overall in a non-equilibrium geometry from the OMol25 dataset. Energies are from wB97M-V/def2-TZVPD.

**E_HOMO (alpha / beta)**: -0.38852 / -0.38852 Eh
**Frontier orbital gap (alpha / beta)**: 9.54 / 4.60 eV
**Charge**: 0
**Multiplicity**: 2
**LUMO level (alpha / beta)**: -1.0 / -6.0 eV

Last column: natural (NBO) charge in e.
Geometry (Å):
1 C 0.791 2.332 1.400  -0.294
2 C -0.487 2.532 2.417  -0.622
3 S -0.068 2.958 4.022  0.261
4 N 0.963 0.932 1.235  -0.421
5 C 0.019 0.064 0.577  0.856
6 O -0.890 0.606 -0.089  -0.779
7 O 0.059 -1.131 0.883  -0.683
8 H 0.482 2.744 0.342  0.329
9 H 1.672 2.850 1.880  0.254
10 H -1.026 3.342 1.836  0.291
11 H -1.212 1.697 2.274  0.254
12 H 0.579 1.782 4.293  0.150
13 H 1.764 0.561 1.759  0.408
14 H -0.713 1.466 -2.225  0.461
15 H -0.724 0.142 -1.958  0.473
16 O -1.166 0.712 -2.620  -0.935
17 H 1.479 -0.292 -4.509  0.490
18 H 1.816 -1.906 -4.259  0.502
19 O 1.301 -1.206 -4.660  -0.964
20 H -4.323 1.379 -1.903  0.492
21 H -3.751 1.785 -0.515  0.441
22 O -4.402 2.019 -1.176  -0.937
23 H -2.185 3.299 0.641  0.460
24 H -1.691 2.350 -0.373  0.497
25 O -1.555 3.252 -0.072  -0.931
26 H 3.178 1.726 -2.791  0.477
27 H 2.196 1.110 -3.642  0.437
28 O 3.004 1.604 -3.735  -0.914
29 H 0.967 -1.895 1.975  0.491
30 H 1.127 -3.469 2.310  0.508
31 O 1.422 -2.569 2.524  -1.023
32 H -2.857 -0.262 0.207  0.476
33 H -3.126 -1.736 0.181  0.475
34 O -3.590 -0.899 0.204  -0.946
35 H 3.259 -2.213 0.591  0.477
36 H 2.062 -3.191 0.172  0.472
37 O 2.978 -2.944 0.055  -0.949
38 H 0.056 -1.390 4.014  0.492
39 H -0.279 0.036 3.623  0.437
40 O -0.183 -0.529 4.437  -0.926
41 H -0.149 -2.117 -4.458  0.479
42 H -1.329 -2.122 -3.585  0.452
43 O -1.002 -2.585 -4.350  -0.958
44 H -0.032 -3.552 -0.139  0.479
45 H -0.707 -4.994 -0.074  0.489
46 O -0.379 -4.254 0.424  -0.965
47 H 2.215 -1.660 3.767  0.503
48 H 2.779 -0.465 2.986  0.410
49 O 3.032 -1.087 3.659  -0.929
50 H -3.883 -1.109 -1.889  0.481
51 H -3.244 -0.087 -2.787  0.472
52 O -3.998 -0.696 -2.796  -0.958
53 H 2.467 2.354 0.132  0.458
54 H 4.023 2.312 0.172  0.484
55 O 3.260 2.414 -0.386  -0.935


(5)
Here is C4HLuO2 as an isolated structure in a non-equilibrium geometry from the OMol25 dataset. Energies are from wB97M-V/def2-TZVPD.

**E_HOMO (alpha / beta)**: -0.45103 / -0.45104 Eh
**Frontier orbital gap (alpha / beta)**: 7.00 / 5.75 eV
**Charge**: +1
**Multiplicity**: 2
**LUMO level (alpha / beta)**: -5.3 / -6.5 eV
**Energy relative to the best compared isomer or geometry (same formula, charge and spin)**: 9.5 kJ/mol

Last column: natural (NBO) charge in e.
Geometry (Å):
1 O -1.135 -1.008 -0.574  -0.587
2 C 1.138 -1.603 2.411  0.217
3 C 0.448 -1.004 1.547  -0.297
4 C -0.453 -0.383 0.686  0.034
5 C -0.143 0.549 -0.225  0.818
6 O 0.367 1.527 -0.708  -0.667
7 Lu 1.749 2.455 -2.463  0.980
8 H -1.971 -0.533 -0.675  0.502


- Number 3 is which compound?
  C31H16F5N5O2RuS